1.
Computed, not measured: C24H19FeO5P as an isolated structure, with the ωB97M-V functional and the def2-TZVPD basis.

Structure (XYZ):
```
50
C24H19FeO5P, DFT the ωB97M-V functional and the def2-TZVPD basis
H 2.321 -2.077 1.970
H 4.744 2.024 -0.990
H -1.515 -0.074 1.696
C 3.686 2.090 -0.969
C 0.385 -1.126 1.491
H -7.661 2.810 -0.503
O -2.311 -1.310 -2.786
O -0.721 0.195 -0.260
C 1.272 -1.966 2.211
C 3.329 -3.783 -0.007
H 3.539 0.330 0.122
H 5.505 -1.632 -1.423
H -6.941 2.284 -3.480
C 0.835 -2.590 3.349
H -0.571 -2.597 4.985
H -2.101 -1.012 3.809
C 2.194 -2.983 -0.034
H 3.372 -0.644 -1.928
H 3.574 4.196 -1.360
H 1.107 4.233 -1.221
C 4.585 -3.285 -0.368
H -6.931 4.029 -1.701
C -2.400 2.170 0.698
C -1.182 -1.301 3.365
H 1.480 -3.314 3.823
C 3.387 -1.338 -1.126
Fe -2.478 0.861 -0.684
C 2.280 -1.631 -0.325
H 5.521 -3.878 -0.288
C -7.195 2.982 -1.485
O -1.314 2.862 -2.644
C -0.807 -0.781 2.140
C 1.564 0.971 -0.442
C -1.781 2.130 -1.920
H -0.141 2.325 -0.379
C -3.288 -0.371 0.537
C -2.418 -0.482 -2.010
C 4.584 -2.031 -0.979
C 1.620 3.300 -1.004
H 1.245 -3.434 0.173
P 0.676 -0.539 -0.177
C -7.201 2.049 -2.437
O -3.702 -1.117 1.266
C -0.316 -2.190 3.984
O -2.288 2.931 1.541
C 2.958 0.977 -0.542
C 3.006 3.274 -1.127
H -7.671 1.066 -2.282
H 3.253 -4.821 0.280
C 0.913 2.219 -0.560
```

Net charge: +2
Total energy (eV): -79085.94473
Expectation value of S²: 6.05
Energy relative to the best compared isomer or geometry (same formula, charge and spin) (eV): 1.649
HOMO (spin up / spin down) (eV): -12.469 / -14.310
2S+1: 5
Max |F| (eV/Å): 4.298


2.
Computed, not measured: a 2-piece molecular cluster, C24H19N2O overall, with the ωB97M-V functional and the def2-TZVPD basis.

Structure (XYZ):
```
46
C24H19N2O, DFT the ωB97M-V functional and the def2-TZVPD basis
H -3.611 -2.056 0.462
C 5.840 1.051 2.263
C 4.598 1.679 2.361
N -2.547 0.199 0.298
H 4.773 -2.176 1.875
H -2.059 -0.890 -3.592
H -1.678 2.015 0.969
H -3.348 -4.531 0.429
C 5.914 -0.344 2.089
C -2.134 2.062 -1.891
H -1.231 3.074 -5.021
C -2.883 -2.526 -0.197
C -1.818 2.921 -2.944
O 2.035 2.791 2.912
H 0.899 -0.030 1.637
C -1.116 -2.302 -1.842
C 4.729 -1.094 2.012
C -2.720 -3.912 -0.212
C 0.841 0.893 2.215
H -1.806 3.998 -2.777
H -1.126 0.571 2.772
C -1.746 -4.496 -1.038
H -0.472 -1.671 -2.455
C 2.082 1.637 2.475
H 4.534 2.760 2.500
C -1.594 1.026 -4.432
H -0.193 -4.139 -2.511
H -2.434 2.481 -0.935
C -1.930 0.172 -3.384
C 3.403 0.939 2.276
C -0.358 1.330 2.632
H 6.756 1.649 2.326
C -2.462 1.235 1.068
C -1.514 2.405 -4.208
N -4.232 1.706 2.911
H -1.606 -5.578 -1.033
C -3.463 1.458 2.060
C -2.096 -1.703 -1.024
H -0.537 2.355 2.960
H -1.382 0.621 -5.423
H 6.886 -0.833 2.029
H 2.572 -1.034 2.086
C 3.493 -0.452 2.123
C -2.232 -0.234 -0.903
C -2.078 0.662 -2.060
C -0.947 -3.689 -1.858
```

Net charge: -1
Total energy (eV): -30222.39484
HOMO (eV): -2.489
2S+1: 1
Max |F| (eV/Å): 2.361


3.
Computed, not measured: C24H20B2Cl3F4N10O2W as an isolated structure, with the ωB97M-V functional and the def2-TZVPD basis.

Structure (XYZ):
```
66
C24H20B2Cl3F4N10O2W, DFT the ωB97M-V functional and the def2-TZVPD basis
C 4.165 0.891 -2.607
N -1.166 -2.247 -0.038
N -2.446 -0.005 2.374
C -0.656 -3.053 -0.994
C 3.309 1.182 -1.524
H 3.221 -0.667 -3.156
H 2.196 -3.085 3.495
N 0.804 -1.324 -1.379
C 4.647 3.119 -0.977
C -3.565 0.325 0.539
N -2.336 0.091 1.021
C -4.482 0.346 1.577
C -0.240 2.649 3.295
C 1.374 -1.902 1.813
N -0.562 1.505 2.680
C 1.479 -2.382 3.110
B -1.182 0.215 3.233
H -5.541 0.520 1.510
C -1.931 -0.217 -3.832
F 0.020 2.130 -1.894
H -2.461 -2.128 1.569
H 1.971 -2.132 0.946
F -0.620 4.294 -1.484
F -1.867 2.551 -0.665
F -1.872 2.967 -2.915
H 2.909 2.518 0.104
N -0.253 1.612 1.359
C 0.476 -1.728 3.806
C -3.727 0.151 2.720
H -0.412 2.756 4.353
C -2.555 -4.058 0.667
C 0.256 2.830 1.163
C -2.076 -4.862 -0.350
H 0.202 -1.760 4.848
Cl -2.941 -0.757 -5.081
H -3.301 -4.405 1.367
W -0.481 -0.072 -0.021
H -1.455 0.281 4.391
Cl -3.511 -1.599 -2.138
O 4.000 -0.151 -3.433
H -0.660 -4.947 -1.974
C -2.202 -0.514 -2.510
H -4.007 0.144 3.760
C 5.486 2.822 -2.056
N -1.461 -0.052 -1.504
C 0.452 -2.494 -1.739
H 4.840 3.983 -0.357
C 3.573 2.307 -0.722
B -1.105 3.031 -1.762
H 0.544 3.153 0.177
C -1.097 -4.350 -1.186
C 5.252 1.729 -2.859
C -2.081 -2.764 0.787
C 0.283 3.526 2.364
H -3.712 0.504 -0.509
H -2.439 -5.872 -0.484
N 0.367 -1.023 1.734
H 0.998 -3.050 -2.491
Cl -0.535 0.579 -4.300
C 2.156 0.370 -1.227
H 0.620 4.533 2.526
O 1.397 0.691 -0.212
N -0.180 -0.927 2.963
H 6.334 3.460 -2.268
H 5.893 1.491 -3.697
N 1.895 -0.733 -1.904
```

Net charge: +1
Total energy (eV): -95827.54430
Energy relative to the best compared isomer or geometry (same formula, charge and spin) (eV): 1.155
HOMO (eV): -10.956
2S+1: 1
Max |F| (eV/Å): 1.621


4.
Computed, not measured: C24H20BF6N10O6S2W as an isolated structure, with the ωB97M-V functional and the def2-TZVPD basis.

Structure (XYZ):
```
70
C24H20BF6N10O6S2W, DFT the ωB97M-V functional and the def2-TZVPD basis
H 2.747 3.492 3.386
N 0.620 1.859 -1.229
H -5.389 -4.635 2.781
C -2.920 -3.227 0.973
N 1.797 2.020 2.235
C 4.518 -0.427 -0.443
H 3.444 0.931 3.368
O 1.548 -2.110 0.181
C 0.167 3.182 1.425
H 0.076 -2.498 4.848
H -0.056 4.542 -3.864
S 0.959 -3.406 -0.115
C -0.186 -1.529 2.876
C -1.498 1.025 -1.093
C 4.439 -0.166 0.920
C -4.763 -3.863 2.350
H 2.143 4.417 -2.691
N 0.701 1.956 1.449
F -1.902 -1.914 -3.003
C 1.537 -1.003 4.121
C -4.237 -1.527 2.104
H 2.516 2.609 -1.015
H -3.517 -5.255 1.266
H 5.359 -0.811 -0.994
O -1.090 -1.228 0.210
C -0.751 -2.098 -3.646
O 1.852 -2.371 -3.131
H 2.900 -0.170 -1.941
N 0.133 -3.284 -1.472
F -0.795 -3.207 -4.345
C -0.592 1.976 -1.783
N -2.523 0.389 0.844
H 0.725 5.085 2.410
C 1.939 3.255 2.712
H 5.181 -0.259 1.697
C 0.125 3.790 -3.108
C -5.020 -2.543 2.650
S 0.627 -2.149 -2.432
O 0.522 -0.764 -1.870
O -4.561 -0.266 2.435
C 1.351 3.717 -2.466
B 2.602 0.740 2.539
N 0.514 -0.610 2.208
H -0.734 3.378 0.871
N 1.582 -0.303 2.982
C 1.570 2.728 -1.525
N 2.484 0.338 0.070
C -3.161 -1.876 1.267
C 2.434 -4.476 -0.525
N 3.222 0.287 1.202
N -1.572 1.184 0.239
H 2.301 -0.877 4.872
F 2.768 -5.150 0.566
H -2.089 -3.477 0.325
C 0.414 -1.804 4.098
F -0.530 -1.058 -4.443
H -5.830 -2.256 3.308
F 2.125 -5.322 -1.495
H -1.067 -1.989 2.467
C 3.269 -0.108 -0.931
C -3.712 -4.217 1.500
C -0.882 2.903 -2.753
C -2.250 -0.880 0.728
H -3.970 0.352 1.969
H -2.313 0.518 -1.594
F 3.457 -3.722 -0.902
W 0.315 0.252 0.081
O 0.252 -4.105 0.904
H -1.869 2.946 -3.194
C 0.913 4.043 2.213
```

Net charge: +1
Total energy (eV): -92871.34225
Expectation value of S²: 2.02
Energy relative to the best compared isomer or geometry (same formula, charge and spin) (eV): 2.592
HOMO (spin up / spin down) (eV): -10.861 / -10.862
2S+1: 3
Max |F| (eV/Å): 2.122


5.
Computed, not measured: C24H20BaCl4N4O7S as an isolated structure, with the ωB97M-V functional and the def2-TZVPD basis.

Structure (XYZ):
```
61
C24H20BaCl4N4O7S, DFT the ωB97M-V functional and the def2-TZVPD basis
C 13.228 12.455 12.093
H 8.453 10.897 15.611
O 11.022 12.989 9.638
O 11.598 14.735 17.363
H 6.723 11.732 8.875
Cl 7.617 15.809 7.330
H 3.524 7.933 8.329
C 10.006 15.244 6.359
C 11.772 14.211 7.765
C 9.569 14.701 8.714
H 3.778 9.623 6.507
S 9.213 9.753 12.843
C 5.061 10.812 7.668
O 9.703 15.284 15.848
Cl 12.404 14.949 5.216
H 13.161 13.228 11.265
O 8.858 14.860 9.761
C 4.209 8.776 8.486
H 12.545 11.679 11.818
N 11.339 13.501 13.216
H 5.702 9.641 15.657
C 8.594 9.942 16.201
H 10.759 15.137 16.814
H 8.821 8.239 14.760
O 13.254 13.189 17.226
O 6.999 11.541 11.020
C 10.816 13.897 8.817
H 13.875 12.602 14.825
H 5.008 11.697 7.013
H 5.108 8.175 10.449
H 4.330 8.009 13.474
H 14.248 12.064 12.288
C 9.752 14.667 14.748
C 7.577 9.480 13.034
H 9.680 9.948 16.327
C 5.722 9.222 14.639
H 7.485 8.054 16.046
Ba 8.765 13.266 11.807
C 5.971 10.891 8.790
C 5.750 10.038 9.840
C 11.024 13.917 14.506
Cl 9.339 15.701 4.856
C 9.166 15.214 7.458
N 12.992 12.977 14.502
C 11.360 14.788 6.548
N 7.135 9.262 14.345
H 5.720 7.122 14.210
H 5.277 10.092 14.113
C 6.450 10.353 11.108
C 12.553 12.989 13.249
C 8.038 8.725 15.356
N 6.603 9.473 12.110
C 12.326 13.848 16.785
C 12.054 13.521 15.334
C 4.981 7.911 14.345
C 4.933 8.924 9.656
H 4.457 7.636 15.286
C 4.315 9.716 7.437
Cl 13.325 13.511 7.760
O 8.805 14.551 13.918
H 8.026 10.044 17.104
```

Net charge: -2
Total energy (eV): -107130.44357
Energy relative to the best compared isomer or geometry (same formula, charge and spin) (eV): 0.797
HOMO (eV): -0.574
2S+1: 1
Max |F| (eV/Å): 3.876


6.
Computed, not measured: C24H20BrClF4IN3O4Ti as an isolated structure, with the ωB97M-V functional and the def2-TZVPD basis.

Structure (XYZ):
```
59
C24H20BrClF4IN3O4Ti, DFT the ωB97M-V functional and the def2-TZVPD basis
H -2.902 -5.575 -5.055
H -0.119 -2.696 1.019
H -2.961 -2.484 0.454
H 3.485 2.736 5.722
O 0.494 2.969 0.260
C 2.583 0.305 -1.327
C 4.093 1.792 -2.416
O 1.457 4.775 -0.678
H -1.263 -0.193 3.751
H -1.648 -2.292 -0.738
C 2.155 2.569 -1.270
C -2.283 -1.759 -0.032
C -0.904 -3.231 -3.626
H -0.027 -1.632 2.411
N -1.457 -1.091 0.966
O 1.105 -0.782 0.056
C -1.364 -4.487 -4.006
C -2.528 -4.600 -4.762
Br -3.716 -0.665 -5.325
H 4.996 1.976 -2.985
Cl -3.565 1.595 -0.728
C 0.650 1.439 3.224
C 2.017 1.611 2.872
C 3.745 0.500 -2.042
H -1.633 2.871 -0.875
H -2.991 -0.987 2.413
H 4.361 -0.361 -2.263
N 1.769 1.320 -1.022
C 2.719 2.390 5.045
I -0.712 0.080 -2.656
C -3.216 -3.455 -5.136
C -2.293 -0.321 1.869
C -2.715 -2.217 -4.742
F 2.386 1.293 1.618
Ti 0.097 0.975 0.118
F 4.256 2.149 3.274
H 3.554 3.885 -2.164
H -2.113 1.258 3.260
H -2.898 0.353 1.273
H -2.871 -1.030 -0.582
C 2.142 -0.983 -0.679
C -1.475 0.452 2.888
H -0.818 -5.378 -3.709
O 2.762 -2.025 -0.818
H -1.409 -2.758 2.257
C -1.868 2.072 -0.178
H -2.042 2.545 0.792
N -0.216 0.934 2.323
C -0.712 -2.101 1.708
C 2.988 2.055 3.728
F 1.049 2.596 6.685
C -1.578 -2.070 -3.995
C 0.404 1.822 4.573
C 1.402 2.259 5.422
F -0.849 1.845 5.095
C 3.301 2.849 -1.988
C 1.303 3.574 -0.536
H -4.127 -3.519 -5.722
H -0.002 -3.150 -3.021
```

Net charge: -2
Total energy (eV): -162526.25772
Energy relative to the best compared isomer or geometry (same formula, charge and spin) (eV): 1.326
HOMO (spin up / spin down) (eV): -0.096 / -0.206
2S+1: 1
Max |F| (eV/Å): 1.467


Question: Number 2 is which compound?
Answer: C24H19N2O


Question: What is the formula in the fifth record?
Answer: C24H20BaCl4N4O7S